1.
Formula: C25H70N8O7
Source: OMol25
Level of theory: ωB97M-V/def2-TZVPD

Properties
* lowest unoccupied orbital energy: -0.301 eV
* multiplicity: 1
* highest occupied orbital energy: -5.79 eV

XYZ file:
```
110
Properties=species:S:1:pos:R:3:forces:R:3
C -0.239 0.043 -0.006 4.2 -1.5 -3.4
O -1.051 -0.838 -0.230 17.2 7.5 5.9
N 0.906 0.113 -0.620 -7.3 -1.0 -3.7
N -0.324 0.837 0.945 -2.8 6.5 5.9
H 1.657 0.660 -0.225 -2.8 -1.0 -3.9
H 0.922 -0.568 -1.366 -0.8 0.2 1.5
H 0.293 1.637 0.957 -1.6 -0.5 0.1
H -1.139 0.786 1.539 0.5 1.3 -0.1
C -5.632 -1.283 3.192 0.7 -0.9 -0.8
C -4.475 -0.439 3.694 0.7 -0.5 -0.1
C -3.665 0.159 2.504 -1.0 -2.7 -0.7
O -3.415 -0.933 1.577 -1.7 1.6 2.0
C -2.256 -0.749 0.757 -4.9 1.5 7.0
N -4.876 0.646 4.548 -0.4 0.7 0.3
H -6.184 -0.688 2.465 -0.5 -0.3 0.1
H -6.233 -1.918 3.843 -0.4 1.2 0.9
H -5.179 -2.138 2.691 0.3 0.4 -0.9
H -3.810 -1.072 4.280 0.2 -0.2 -0.1
H -2.777 0.659 2.892 0.6 -0.2 0.1
H -4.248 0.951 2.034 -0.3 0.2 -0.3
H -1.865 -1.710 0.423 -2.7 0.5 6.0
H -1.515 -0.359 1.455 -1.8 -2.3 1.3
H -2.378 0.040 0.015 -2.7 -0.1 1.6
H -5.101 1.378 3.890 -0.6 0.6 0.2
H -4.058 0.999 5.023 0.1 0.1 0.3
C -0.609 -1.302 -3.444 3.8 1.4 -2.1
C 0.852 -1.263 -3.952 -1.1 0.7 2.6
C 1.959 -1.115 -2.838 -0.6 0.8 -2.1
O 1.895 0.218 -2.236 2.7 -1.4 -5.4
C 2.402 1.249 -2.940 2.4 1.3 -1.6
N 1.018 -2.507 -4.567 1.4 -0.9 -1.6
H -0.785 -0.602 -2.627 2.0 -0.8 -1.8
H -0.975 -2.243 -3.035 1.6 -0.2 -1.2
H -1.258 -0.948 -4.244 0.0 -0.3 -0.2
H 1.017 -0.438 -4.646 -0.2 0.5 0.0
H 2.932 -1.243 -3.312 0.3 0.0 0.0
H 1.876 -1.924 -2.112 -0.2 0.2 0.5
H 2.265 1.319 -4.019 -0.9 -0.2 -0.1
H 3.490 1.195 -2.891 0.7 0.1 0.0
H 2.192 2.201 -2.452 -0.5 -0.2 -0.1
H 1.854 -2.297 -5.093 0.5 -1.3 -0.8
H 0.270 -2.488 -5.246 -0.1 -0.8 -0.4
C -3.773 0.553 -1.617 0.9 1.0 -0.3
C -2.336 0.314 -2.265 -2.7 -0.9 0.1
C -1.268 1.326 -1.950 -1.2 3.9 -0.7
O -1.913 2.644 -2.203 -0.1 -1.3 -1.0
C -1.075 3.792 -2.213 -3.8 -0.8 0.7
N -2.000 -1.015 -1.834 -8.9 6.4 -7.1
H -3.565 0.464 -0.551 -1.3 0.5 -0.5
H -4.471 -0.243 -1.875 0.4 -0.2 -0.2
H -4.254 1.501 -1.860 0.2 0.2 0.0
H -2.467 0.246 -3.346 0.0 0.7 -0.1
H -0.394 1.337 -2.601 0.1 -0.6 0.0
H -0.935 1.377 -0.914 -0.8 0.5 -1.1
H -0.672 4.180 -3.149 0.2 -0.6 -0.4
H -0.372 3.695 -1.386 -4.2 -1.6 -3.9
H -1.805 4.511 -1.840 0.1 0.8 -0.3
H -2.238 -1.850 -2.351 2.1 6.3 -6.6
H -1.412 -1.165 -1.027 -1.9 -3.0 -6.8
C -2.238 -2.877 -0.945 -1.4 -6.2 1.5
C -0.888 -3.602 -0.860 -0.9 -0.4 -0.4
C 0.093 -2.888 0.167 -0.9 -0.4 -0.6
O 1.357 -3.365 0.052 2.9 -1.8 -1.2
C 2.376 -2.616 0.691 3.7 -5.0 -1.4
N -1.280 -5.027 -0.726 0.9 -0.3 0.9
H -2.516 -2.271 -1.808 -3.4 -7.6 6.3
H -2.343 -2.199 -0.098 -2.8 -3.6 -2.9
H -3.100 -3.536 -0.843 0.2 -0.8 0.6
H -0.441 -3.470 -1.845 0.8 0.0 0.1
H -0.138 -2.866 1.232 -1.0 -0.4 0.3
H 0.062 -1.838 -0.126 1.2 -2.8 0.1
H 3.396 -2.949 0.499 0.1 -1.6 -0.9
H 2.336 -2.663 1.780 0.3 -1.4 -1.4
H 2.494 -1.587 0.352 1.1 -4.1 -0.3
H -0.531 -5.693 -0.852 0.5 0.2 0.1
H -1.955 -5.287 -1.431 -0.2 0.5 0.0
C 4.278 -0.780 3.745 -0.5 0.3 0.2
C 3.002 0.089 3.672 0.2 0.6 0.3
C 1.745 -0.694 3.467 -1.5 -1.1 -0.9
O 1.672 -1.341 2.185 -1.7 3.6 3.4
C 1.920 -0.447 1.116 -1.5 -3.1 7.1
N 2.828 0.975 4.828 0.5 -0.1 0.8
H 5.097 -0.243 4.222 0.1 0.2 -0.3
H 4.558 -1.104 2.743 0.1 0.1 0.0
H 4.151 -1.680 4.346 -0.3 0.0 0.0
H 3.057 0.767 2.820 0.4 -0.2 -0.5
H 0.852 -0.081 3.588 -0.1 0.7 0.1
H 1.544 -1.543 4.120 0.6 0.2 0.6
H 1.663 -0.876 0.148 0.3 0.4 3.2
H 2.964 -0.157 1.004 -1.9 -3.3 6.2
H 1.301 0.449 1.173 1.0 -5.0 3.6
H 3.530 1.701 4.818 0.4 -0.1 0.1
H 1.959 1.490 4.829 -0.4 -0.3 -0.2
C 0.962 4.133 -1.018 3.3 0.0 2.2
C 2.067 3.997 0.036 0.2 0.7 -1.8
C 1.847 2.901 1.095 0.3 2.4 -0.1
O 1.848 1.556 0.701 7.1 10.4 -0.9
C 3.143 1.158 0.093 3.2 2.2 -3.5
N 3.330 3.844 -0.712 -0.4 -0.5 1.3
H 0.849 3.268 -1.673 1.6 0.0 0.5
H 1.090 5.023 -1.634 0.4 -0.1 -0.2
H -0.047 4.308 -0.646 2.0 1.4 3.0
H 1.953 4.970 0.514 0.5 0.1 0.9
H 0.858 3.175 1.461 -0.3 -0.4 0.3
H 2.498 2.971 1.967 0.4 0.4 -0.1
H 4.072 1.567 0.492 -0.6 0.2 0.8
H 3.242 1.242 -0.989 -0.6 1.5 0.5
H 3.138 0.070 0.162 2.2 2.7 -3.9
H 4.076 3.901 -0.033 0.5 0.3 -0.5
H 3.465 4.429 -1.524 -0.1 0.3 0.4
```
Positions in Å, forces in eV/Å.



2.
Formula: C25H72N8O11
Source: OMol25
Level of theory: ωB97M-V/def2-TZVPD

Properties
* lowest unoccupied orbital energy: 0.148 eV
* SMILES: NC(N)=O.NC(N)=O.NC(N)=O.NC(N)=O.CC(C)O.CC(C)O.CC(C)O.CC(C)O.CC(C)O.CC(C)O.CC(C)O
* multiplicity: 1
* highest occupied orbital energy: -9.39 eV

XYZ file:
```
116
Properties=species:S:1:pos:R:3:forces:R:3
N -6.996 9.726 15.998 -0.2 -3.4 -1.3
C -7.141 10.865 16.620 1.6 2.5 -5.2
N -7.175 10.814 17.877 -0.4 0.2 7.0
O -7.041 11.930 16.020 -0.5 0.9 -0.5
H -6.888 9.696 14.994 -0.2 0.0 0.4
H -7.173 8.892 16.540 0.1 -0.2 -0.7
H -6.909 9.986 18.393 -0.1 0.2 -0.1
H -6.925 11.706 18.278 -0.3 -0.3 0.4
N -12.836 19.481 15.654 -1.9 -3.8 1.5
C -12.349 20.618 15.232 -0.7 1.3 -1.1
N -11.031 20.711 15.253 1.4 0.8 0.2
O -13.081 21.452 14.739 -0.3 1.1 -0.8
H -12.499 18.955 16.448 0.2 0.1 -0.4
H -13.742 19.229 15.285 0.1 0.3 0.5
H -10.739 21.562 14.795 0.9 -0.3 0.6
H -10.502 19.996 15.733 0.5 0.6 -0.4
N -8.366 17.681 20.144 0.5 0.4 4.1
C -8.350 17.277 18.906 0.1 1.1 -2.1
N -7.649 16.138 18.714 0.2 -1.0 -1.0
O -8.871 18.017 18.092 -0.3 -0.7 -1.8
H -7.713 17.166 20.717 -0.2 0.7 0.7
H -8.399 18.687 20.224 -0.1 -0.2 0.3
H -7.037 15.820 19.452 -0.1 0.0 -0.4
H -7.409 15.907 17.761 -0.1 -0.1 0.2
N -15.104 11.042 14.002 -3.8 1.8 -0.5
C -14.220 10.190 14.447 -1.0 -2.0 -0.6
N -13.028 10.656 14.239 3.8 0.3 0.5
O -14.503 9.058 14.794 0.1 -0.7 0.7
H -14.882 12.009 13.812 -0.4 -0.3 0.0
H -16.051 10.694 14.043 0.0 0.6 0.0
H -12.306 9.963 14.370 0.4 0.8 -0.1
H -12.957 11.612 13.920 0.9 -0.5 0.0
C -11.874 16.479 11.973 0.3 0.9 1.9
C -11.886 15.124 12.687 -1.2 0.6 -2.8
C -11.157 15.022 13.935 2.6 -0.1 1.7
O -13.227 14.741 12.838 -1.2 -0.4 0.8
H -11.995 17.246 12.738 0.0 0.2 0.3
H -12.769 16.633 11.370 0.5 -0.3 -0.7
H -10.898 16.708 11.546 -0.3 -0.2 -0.6
H -11.507 14.470 11.902 0.8 -0.7 0.4
H -11.205 15.760 14.736 -1.2 0.4 -0.2
H -10.108 15.188 13.689 0.4 -0.4 -0.3
H -11.173 14.058 14.443 -0.3 -0.2 -0.3
H -13.687 15.068 12.061 -0.3 -0.2 0.0
C -18.374 16.768 9.001 -2.1 -0.5 -0.5
C -16.950 17.054 9.025 2.3 -0.4 1.0
C -16.690 18.486 9.543 -0.5 -1.4 0.6
O -16.295 16.001 9.860 0.0 1.7 -0.4
H -18.875 16.980 9.946 0.1 0.2 0.1
H -18.585 15.720 8.789 0.1 -0.1 -0.1
H -18.854 17.336 8.204 -0.2 0.2 0.1
H -16.535 17.060 8.017 0.2 -0.6 -0.1
H -17.353 18.618 10.397 -0.1 0.4 0.0
H -17.012 19.102 8.703 0.3 0.5 0.3
H -15.682 18.664 9.917 0.1 0.0 -0.6
H -16.484 15.144 9.470 -0.1 0.0 -0.2
C -8.070 18.169 7.635 1.9 0.9 0.5
C -7.000 18.688 8.627 2.4 1.9 -0.6
C -5.607 17.970 8.563 -0.8 -1.0 0.5
O -6.598 20.116 8.289 -1.5 -0.9 -0.6
H -7.674 18.416 6.650 -0.3 0.1 -0.2
H -9.013 18.684 7.820 -0.1 -0.4 -0.1
H -8.060 17.081 7.697 -0.6 0.1 0.2
H -7.382 18.847 9.635 0.0 -0.9 0.1
H -5.013 18.161 7.670 -0.5 0.4 -0.2
H -5.679 16.883 8.608 -0.3 -0.2 0.0
H -4.968 18.206 9.415 -0.2 0.4 0.1
H -5.753 20.331 8.691 0.0 -0.3 0.2
C -8.078 10.422 9.662 -1.0 0.2 0.0
C -9.121 9.333 9.394 -0.3 1.1 -0.5
C -8.805 8.444 8.198 -0.5 -0.1 0.8
O -9.366 8.617 10.548 0.9 -1.4 1.3
H -7.755 10.835 8.706 0.4 0.2 0.2
H -7.263 10.081 10.300 0.3 -0.3 -0.4
H -8.565 11.190 10.262 0.1 0.3 -0.2
H -10.124 9.753 9.317 0.1 0.7 -1.2
H -9.615 7.714 8.206 -0.4 0.3 -0.9
H -7.948 7.780 8.315 0.6 0.5 0.2
H -8.682 9.102 7.339 -0.3 -0.6 -0.3
H -8.491 8.248 10.688 0.0 -0.7 1.0
C -12.319 21.498 9.613 0.1 1.5 1.3
C -11.709 22.973 9.837 -0.1 -1.9 0.2
C -10.823 23.350 8.702 0.5 0.3 -0.9
O -12.702 23.928 10.177 0.1 -0.1 -0.7
H -12.723 21.315 10.608 -0.6 -0.5 -0.1
H -11.605 20.690 9.452 0.4 0.4 -0.1
H -13.096 21.425 8.852 0.0 0.3 0.1
H -11.048 22.919 10.701 0.1 -0.5 0.2
H -11.338 23.754 7.830 -0.2 0.1 0.1
H -10.339 22.429 8.374 0.1 0.0 -0.1
H -10.011 24.021 8.980 -0.2 0.3 0.1
H -13.089 23.621 11.000 -0.2 0.1 0.1
C -13.557 16.489 19.915 0.6 0.3 -0.2
C -14.686 17.510 20.032 0.5 -0.1 -1.6
C -15.907 17.115 19.189 0.0 0.1 -0.1
O -15.021 17.771 21.332 -0.6 0.0 2.3
H -12.608 16.969 20.152 0.0 0.0 0.5
H -13.379 16.141 18.897 -0.5 -0.2 -0.1
H -13.692 15.639 20.583 -0.1 -0.2 -0.1
H -14.222 18.463 19.777 -0.4 0.1 -1.0
H -15.649 17.042 18.132 0.0 0.0 0.0
H -16.766 17.780 19.284 0.3 0.4 0.1
H -16.297 16.145 19.495 0.2 -0.2 0.1
H -15.004 16.961 21.845 -0.1 -0.1 0.1
C -12.989 13.115 6.565 -0.5 -0.9 0.2
C -14.298 12.586 5.901 1.5 -0.2 0.8
C -14.252 11.064 5.673 -0.2 0.1 0.4
O -15.379 12.883 6.780 0.0 0.1 -0.3
H -12.852 14.195 6.600 -0.1 -0.1 -0.6
H -12.146 12.566 6.146 0.2 0.5 -0.4
H -12.943 12.828 7.616 -0.5 -0.2 0.2
H -14.444 13.070 4.936 0.0 0.2 -0.1
H -13.437 10.694 5.051 -0.1 0.3 -0.2
H -15.208 10.756 5.250 0.0 -0.1 -0.3
H -14.177 10.527 6.618 0.1 0.2 0.2
H -16.135 12.476 6.351 -0.4 0.1 0.2
```
Positions in Å, forces in eV/Å.



3.
Formula: C25H75AsF6N15O10
Source: OMol25
Level of theory: ωB97M-V/def2-TZVPD

Properties
* total charge: -1
* lowest unoccupied orbital energy: 1.797 eV
* multiplicity: 1
* highest occupied orbital energy: -5.58 eV

XYZ file:
```
132
Properties=species:S:1:pos:R:3:forces:R:3
As -18.251 14.883 -1.826 1.2 -1.3 -0.4
F -17.351 16.221 -2.431 -0.5 -0.2 0.6
F -16.936 14.473 -0.668 -1.1 0.8 -0.8
F -19.047 13.442 -1.153 -0.4 0.8 -0.8
F -19.537 15.207 -3.001 0.7 -0.4 1.4
F -17.471 13.796 -3.067 -0.9 1.1 1.3
F -19.164 15.857 -0.587 0.9 -0.7 -1.0
C -22.570 17.626 -2.655 0.5 -0.1 -1.9
O -22.538 17.894 -3.865 0.2 0.3 0.6
N -23.619 17.889 -1.886 -1.9 0.7 1.3
N -21.635 17.009 -1.920 1.0 -0.3 0.1
H -23.559 17.555 -0.935 -0.7 0.4 -0.1
H -24.439 18.391 -2.195 0.4 -0.3 -0.1
H -21.962 16.772 -0.995 0.6 -0.2 0.4
H -20.771 16.579 -2.219 -0.3 0.3 -0.5
C -18.868 9.125 0.544 -1.7 -1.9 -1.3
O -19.139 7.950 0.424 -1.0 -2.1 -1.1
N -18.040 9.512 1.421 3.8 0.5 4.0
N -19.363 10.149 -0.086 -2.4 2.2 -3.1
H -17.953 10.515 1.510 0.8 0.0 0.7
H -17.721 8.738 1.985 0.4 0.8 0.4
H -19.081 11.076 0.199 -0.1 0.0 -0.3
H -20.016 10.044 -0.849 0.4 0.0 0.4
C -20.212 17.124 -6.250 -0.1 -1.3 -0.5
O -19.694 16.562 -7.162 1.5 0.2 -3.5
N -20.533 18.410 -6.162 0.1 2.2 -0.1
N -20.578 16.411 -5.230 -1.7 -2.0 4.8
H -21.137 18.631 -5.383 -0.3 0.6 -0.5
H -20.467 18.903 -7.041 -0.3 0.2 0.5
H -21.012 16.822 -4.416 -0.1 0.3 -0.5
H -20.545 15.406 -5.134 0.7 0.3 -0.9
C -19.689 13.367 -6.388 2.3 2.4 -2.0
O -18.920 14.047 -7.060 0.3 -1.1 1.0
N -20.628 12.652 -6.921 -4.6 -3.5 -2.6
N -19.792 13.309 -5.076 0.8 0.6 3.7
H -20.812 12.473 -7.898 0.7 0.8 0.2
H -21.325 12.211 -6.339 0.4 0.0 0.1
H -20.509 12.750 -4.638 0.4 -0.2 -0.4
H -19.009 13.564 -4.491 -0.1 0.2 -0.3
C -19.963 16.339 3.457 -2.3 -1.0 -3.3
O -21.011 15.726 3.437 -1.3 -1.4 0.4
N -19.624 17.127 4.390 1.4 2.8 5.1
N -19.219 16.476 2.384 2.1 -0.6 -2.9
H -20.368 17.300 5.051 0.7 0.3 0.3
H -18.811 17.713 4.258 -0.6 0.2 0.6
H -19.524 16.043 1.524 0.4 0.0 0.0
H -18.337 16.967 2.404 -0.3 -0.2 -0.3
C -22.499 12.929 -2.956 -0.2 1.0 1.8
C -21.672 11.706 -2.881 -1.9 -0.5 2.3
C -22.175 10.641 -1.883 -0.4 -0.2 0.9
O -22.363 11.192 -0.604 0.4 1.2 0.5
C -22.876 10.309 0.359 -0.4 -1.2 -1.0
N -21.755 11.174 -4.168 1.8 -1.6 -2.0
H -23.450 12.784 -3.469 0.1 0.2 -0.1
H -21.844 13.697 -3.366 -0.6 0.3 -0.3
H -22.668 13.158 -1.904 -0.5 0.7 0.0
H -20.755 12.062 -2.411 1.0 -0.4 -1.0
H -21.484 9.805 -1.776 0.6 -0.1 -0.4
H -23.070 10.091 -2.175 -0.7 0.4 -0.5
H -23.925 10.122 0.129 -0.5 0.3 0.3
H -22.744 10.609 1.398 0.2 0.4 -0.3
H -22.448 9.321 0.189 0.5 -0.2 0.4
H -21.384 10.236 -4.136 0.1 -0.3 -0.7
H -22.708 11.139 -4.502 -0.1 0.0 0.2
C -17.389 22.746 -1.079 0.4 -1.3 -0.6
C -18.655 23.063 -1.925 1.5 -0.8 1.4
C -19.474 21.772 -2.150 0.3 -0.9 -0.5
O -18.633 20.651 -2.599 -0.3 1.6 0.2
C -19.343 19.433 -2.587 -0.8 -0.3 0.0
N -19.313 24.073 -1.099 -1.3 0.7 -1.1
H -17.732 22.063 -0.302 0.2 -0.2 0.1
H -16.927 23.574 -0.540 -0.3 0.5 -0.3
H -16.577 22.271 -1.629 -0.1 -0.3 -0.1
H -18.365 23.475 -2.891 -0.2 0.2 0.0
H -20.286 21.895 -2.867 0.1 0.3 -0.4
H -20.022 21.466 -1.259 0.3 0.0 0.7
H -20.302 19.482 -3.102 -0.3 0.5 0.0
H -19.541 19.122 -1.561 0.0 -0.1 0.2
H -18.866 18.614 -3.123 0.8 0.4 0.1
H -19.719 23.727 -0.241 0.2 -0.3 0.0
H -18.588 24.737 -0.866 -0.3 0.2 0.2
C -14.796 15.060 -5.728 0.7 0.1 0.3
C -15.491 15.813 -6.876 0.7 -0.4 0.5
C -14.459 16.642 -7.734 -0.9 -0.1 0.3
O -13.674 17.300 -6.796 1.5 2.4 1.0
C -12.925 18.448 -7.322 -0.4 -1.5 0.8
N -16.324 14.837 -7.597 1.2 0.6 -0.4
H -14.402 15.736 -4.969 0.0 0.0 0.0
H -13.987 14.398 -6.037 0.3 0.1 -0.4
H -15.486 14.373 -5.238 -0.4 0.3 0.1
H -16.126 16.494 -6.309 -0.3 0.4 -0.6
H -14.876 17.412 -8.384 -0.9 -0.1 -0.1
H -13.807 16.071 -8.395 0.0 -0.8 -0.1
H -13.568 19.209 -7.764 -0.1 -0.4 -0.7
H -12.137 17.996 -7.925 -0.1 0.6 -0.7
H -12.411 19.017 -6.547 -0.2 -0.6 0.6
H -16.444 14.125 -6.891 -1.1 -0.2 -0.1
H -15.672 14.356 -8.200 0.2 -0.1 -0.7
C -23.606 13.936 1.056 -1.4 -1.1 0.9
C -23.749 15.307 0.533 1.2 -0.2 -1.3
C -24.815 16.085 1.244 -1.5 0.7 -0.7
O -25.382 17.084 0.380 1.1 0.2 -1.1
C -26.481 17.711 0.965 -0.1 -0.9 0.7
N -22.431 15.901 0.551 -0.2 2.1 0.4
H -23.516 14.030 2.138 0.2 -0.5 0.2
H -22.793 13.338 0.644 0.0 0.3 -0.1
H -24.554 13.465 0.796 0.0 -0.7 0.4
H -24.070 15.213 -0.504 -0.2 0.3 -0.3
H -24.596 16.597 2.181 0.7 -0.3 0.3
H -25.639 15.397 1.433 -0.1 -0.4 0.4
H -27.174 16.896 1.172 -0.7 0.2 0.4
H -26.996 18.441 0.341 0.6 0.0 -0.3
H -26.146 18.150 1.904 -0.4 0.4 0.2
H -21.668 15.262 0.376 -0.2 -0.3 0.1
H -22.329 16.315 1.466 0.7 -0.1 0.2
C -20.087 12.339 2.420 0.1 0.6 1.8
C -18.657 12.906 2.520 -1.8 -0.9 0.0
C -17.885 12.252 3.673 0.0 0.3 -0.4
O -16.566 12.790 3.963 -1.1 0.9 -0.7
C -16.553 14.238 4.090 0.0 -0.9 1.3
N -18.119 12.421 1.261 1.9 0.8 0.8
H -20.496 12.638 1.455 -0.2 -0.4 0.1
H -20.729 12.695 3.225 -0.2 0.3 -0.1
H -20.009 11.265 2.592 -0.2 -0.2 -0.7
H -18.694 13.993 2.599 0.1 0.0 0.0
H -17.775 11.212 3.365 0.5 0.0 0.2
H -18.526 12.199 4.553 0.1 0.5 0.4
H -17.253 14.560 4.861 -0.6 -0.1 0.0
H -16.748 14.830 3.195 0.2 -0.4 -0.3
H -15.610 14.497 4.570 0.3 -0.1 -0.6
H -18.372 13.034 0.499 0.0 0.1 -0.1
H -17.145 12.602 1.455 0.9 -0.2 -1.1
```
Positions in Å, forces in eV/Å.



Among the records above, which one has the highest lowest unoccupied orbital energy? C25H75AsF6N15O10